Record 1
A 6-piece molecular cluster, CH14NO6 overall in a non-equilibrium geometry. Source: the OMol25 dataset; level of theory: ωB97M-V with the def2-TZVPD basis set.

```
22
Properties=species:S:1:pos:R:3:forces:R:3
H -1.516398 2.351339 -0.102995 -0.73 1.22 0.36
H -0.133349 -1.762371 -1.531993 0.19 -0.12 0.38
H -2.419333 1.656534 -0.821823 -1.37 0.16 -0.12
H 1.619070 -0.428246 2.677019 -0.19 0.14 -0.28
H 0.944260 -2.044009 -0.085618 0.58 -1.02 -0.29
H 0.293576 1.199553 -0.854317 0.11 -0.23 0.37
H 1.468630 0.091226 -1.937927 0.03 -0.16 -0.32
H 0.806198 2.706280 -0.844874 0.05 -0.20 0.11
H 2.556273 -0.735485 -1.139506 0.48 -0.05 0.34
O 2.345079 -0.544314 2.053570 0.42 -0.10 0.08
H 1.961241 -0.316418 1.194380 -0.42 0.07 0.10
O 0.407422 2.026649 -1.393926 -0.10 0.39 -0.34
H -1.417838 -0.441940 -0.399419 -1.16 -0.32 0.54
O 0.117666 -0.255005 -0.103278 -0.16 -0.45 -0.51
O -0.722449 -0.516924 2.352659 0.22 -0.44 -0.11
H -0.464850 -0.524485 1.371624 0.10 0.35 0.34
C 0.636355 -1.355015 -0.853260 -0.29 2.28 -0.08
O -2.418263 -0.693111 -0.516033 0.56 0.23 -0.80
O -2.475851 2.493866 -0.312135 1.92 -1.41 -0.24
H -0.437223 -1.390498 2.647787 -0.21 0.09 0.03
H -2.894053 -0.653578 0.315027 0.48 0.18 0.24
N 1.743837 -0.864050 -1.714963 -0.50 -0.62 0.20
```
Forces are in eV/Å.

## Properties
ΔE to the lowest compared entry with this formula, charge and spin: 15.2 kcal/mol
Total charge: -1

Now the Mulliken charges, all in e: 0.3184, 0.2926, 0.3678, 0.3282, 0.3190, 0.3209, 0.3017, 0.3065, 0.3274, -0.6965, 0.3139, -0.7161, 0.4453, -0.7631, -0.7685, 0.3237, -0.4229, -0.7439, -0.6871, 0.2976, 0.3057, -0.7705

=====

Record 2
C16H34N9PdS as an isolated structure. Source: the OMol25 dataset; level of theory: ωB97M-V with the def2-TZVPD basis set.

```
61
Properties=species:S:1:pos:R:3:forces:R:3
H 3.661374 0.908426 -3.579080 0.00 -0.01 0.00
C 3.461347 -0.167411 -3.562481 0.01 0.02 0.03
H -1.709573 -1.557163 -3.304009 -0.02 -0.02 0.02
C 0.225175 -0.845815 -5.200970 0.00 -0.02 -0.03
H 0.030044 -1.933043 6.018296 0.01 0.01 0.02
H 3.378030 1.507849 4.271064 0.02 0.00 0.01
H 1.357156 0.681027 6.304013 0.00 0.00 0.01
H -0.715994 -0.333946 5.910978 -0.01 0.00 -0.01
C -4.360692 0.763527 -0.682657 -0.04 0.14 0.03
H 2.739103 0.823851 -1.429704 -0.03 0.00 -0.05
H 2.426619 -0.753156 -0.681108 0.00 0.00 -0.02
H 3.953183 0.116301 5.195270 0.01 -0.01 0.00
N -2.598580 -0.975931 -0.206788 0.09 0.02 -0.07
Pd -0.935364 0.555276 -0.095794 -0.42 0.16 -0.88
H -2.175450 -1.803789 -0.615736 -0.05 -0.03 0.04
C 3.366122 0.416140 4.326902 0.00 -0.05 0.00
C 1.153985 -0.483749 3.498298 0.02 0.01 -0.17
H -1.863619 -1.764270 4.063636 0.00 -0.01 -0.02
C 2.186710 0.406041 1.539893 -0.04 0.09 -0.10
N 2.034704 -0.121250 4.474482 -0.01 0.13 0.17
H -4.260979 2.822587 -1.261795 0.04 0.02 -0.02
N 0.073669 -1.065157 4.098118 -0.01 -0.14 0.08
C 0.508457 1.664084 0.389074 -0.13 -0.41 0.82
N 1.571189 0.850549 0.268274 0.32 0.29 0.21
N 0.825173 0.001914 -1.814367 -0.02 0.08 0.05
H -1.817283 2.967829 -0.911590 -0.04 -0.02 -0.06
H 0.045021 -1.927651 -5.241372 0.00 0.01 0.03
N 2.074662 -0.483415 -3.849355 0.00 -0.02 0.05
H 4.067278 -0.633207 -4.337805 -0.01 0.00 0.00
C 0.962512 -0.226181 -3.077125 -0.06 -0.15 -0.15
H 2.284209 -1.290478 -5.777701 0.01 0.02 -0.01
C 1.969391 0.198902 -0.971930 0.07 -0.10 0.13
C -3.818488 -0.627263 -0.974818 0.04 -0.05 -0.04
H 3.073228 -0.166208 1.254691 0.04 0.01 0.02
H 3.782507 -0.585175 -2.613588 -0.01 0.00 0.00
H -4.446386 0.902147 0.401116 -0.04 0.01 0.00
C -3.600865 1.951147 -1.274401 -0.03 -0.17 0.11
H -0.910865 -2.176026 2.623254 -0.01 0.03 0.02
S 0.185248 2.806614 1.496492 0.11 0.19 -0.28
H 2.493155 1.301844 2.084674 0.02 -0.03 -0.07
N -0.133252 -0.301071 -3.907454 -0.04 0.13 -0.01
H 2.121335 -0.907568 6.420023 0.00 -0.01 -0.01
H -5.379823 0.799611 -1.072535 -0.01 -0.02 0.02
H -2.618329 2.529858 0.423052 0.13 0.03 0.00
C -1.464520 -0.491161 -3.406487 0.10 -0.02 -0.02
H 3.855105 0.003958 3.446869 -0.01 0.02 0.02
C 1.707207 -0.525080 -5.260907 0.00 -0.01 -0.02
N 1.200267 -0.380913 2.215058 0.02 -0.12 -0.02
H -3.330349 1.764847 -2.314282 0.00 -0.07 -0.02
C -1.115450 -1.397883 3.362430 0.00 0.08 -0.02
H -0.344897 -0.368388 -5.997201 0.00 -0.02 0.00
H -2.180928 -0.036135 -4.091776 -0.02 0.00 0.01
H -4.604406 -1.359871 -0.776069 0.00 0.00 -0.01
H -1.511647 -0.517871 2.838675 -0.02 -0.04 0.01
H 1.893663 0.440849 -5.743815 -0.01 0.01 0.03
H -2.861300 -1.240301 0.737887 0.03 0.06 0.02
H -1.535882 -0.015203 -2.430820 -0.03 0.02 -0.11
C 0.107333 -0.952564 5.544508 0.00 0.03 -0.05
H -3.575388 -0.703016 -2.034101 -0.04 -0.03 0.01
N -2.371635 2.217295 -0.512618 0.04 -0.05 0.30
C 1.467778 -0.285165 5.805187 0.01 -0.01 -0.02
```
Forces are in eV/Å.

## Properties
Total charge: +1

Now the Mulliken charges, all in e: 0.3615, -1.0505, 0.3470, -0.6734, 0.3298, 0.2953, 0.3236, 0.3447, -0.6705, 0.6313, 0.3673, 0.3625, -0.3662, 0.1005, 0.2295, -1.0614, 0.3272, 0.4195, -1.4486, 0.0731, 0.4101, 0.0040, 0.0176, 0.2144, -0.1573, 0.2372, 0.3237, 0.0032, 0.3454, 0.0913, 0.4046, -0.5628, -0.4550, 0.3296, 0.3798, 0.2359, -0.6310, 0.2859, -0.2253, 0.5333, 0.1112, 0.3594, 0.3726, 0.3142, -0.1713, 0.3982, -0.7067, -0.2242, 0.3025, -0.7564, 0.3516, 0.3263, 0.4388, 0.1076, 0.3344, 0.2461, -0.3579, -0.6074, 0.1951, -0.4206, -0.6401

=====

Record 3
The molecule C2H4NP in a non-equilibrium geometry. Source: the OMol25 dataset; level of theory: ωB97M-V with the def2-TZVPD basis set.

```
8
Properties=species:S:1:pos:R:3:forces:R:3
H 1.297996 0.810417 0.873863 0.42 0.78 0.49
H -2.129171 0.216360 -1.555609 0.52 -0.23 0.76
C 1.126054 -0.029273 0.241638 0.23 2.20 -3.12
H 1.389303 0.308477 -0.845251 -0.33 -0.64 1.98
C -0.275797 -0.250021 0.285843 -2.02 1.70 -1.39
N -1.259404 -0.872408 0.651656 -0.66 -1.86 0.74
H 1.701896 -0.819571 0.520453 1.67 -2.37 0.85
P -1.850878 0.636017 -0.172596 0.17 0.42 -0.31
```
Forces are in eV/Å.

## Properties
SMILES: CC1=[PH]=N1
ΔE to the lowest compared entry with this formula, charge and spin: 23.3 kcal/mol
Total charge: 0

Now the Mulliken charges, all in e: 0.2718, 0.0106, -0.9035, 0.2482, 0.4657, -0.3932, 0.3552, -0.0549

=====

Record 4
The molecule C5H4N2O3 in a non-equilibrium geometry. Source: the OMol25 dataset; level of theory: ωB97M-V with the def2-TZVPD basis set.

```
14
Properties=species:S:1:pos:R:3:forces:R:3
H 3.748642 -0.074559 0.519972 3.39 -1.76 0.64
O 2.521369 -1.518700 -0.153731 -0.32 -2.52 -0.27
C 2.135570 -0.420557 0.007871 -1.78 2.17 -1.08
C -0.557829 -0.678610 -0.088548 0.18 0.92 -2.47
N 0.295191 1.373779 -0.083259 -0.47 6.05 -2.57
C 0.646291 0.050472 -0.314899 1.15 0.12 3.24
O -3.224031 -1.273316 0.019744 0.86 4.78 2.47
C -2.902316 -0.084486 0.386352 -3.17 -2.14 -3.38
O 3.057329 0.502413 0.395530 -4.04 2.46 -0.45
H -0.826589 -1.801347 -0.189168 0.82 2.35 0.52
C -1.540622 0.379860 -0.161304 -1.02 0.52 2.31
N -1.051471 1.705134 -0.207217 0.76 -6.25 1.69
H -3.818688 0.699905 0.865974 3.00 -2.18 -1.01
H 0.666698 2.460358 -0.232620 0.62 -4.50 0.36
```
Forces are in eV/Å.

## Properties
SMILES: O=Cc1cc(C(=O)O)[nH]n1
ΔE to the lowest compared entry with this formula, charge and spin: 70.5 kcal/mol
Total charge: 0

Now the Mulliken charges, all in e: 0.3178, -0.4952, 0.4367, -0.2226, 0.2165, 0.1057, -0.4664, -0.0205, -0.4394, 0.3447, 0.4056, -0.8163, 0.2513, 0.3821

=====

| no. | HOMO (eV) | E_LUMO (eV) | gap between HOMO and LUMO (hartree) |
| --- | --- | --- | --- |
| 1 | -5.416 | 3.700 | 0.335 |
| 2 | -10.486 | -2.648 | 0.288 |
| 3 | -8.806 | 0.941 | 0.358 |
| 4 | -10.042 | -0.397 | 0.354 |